1.
16
Properties=species:S:1:pos:R:3 method="wB97M-V/def2-TZVPD" orbital_gap_ev=7.5 e_above_lowest_ev=0.0000 homo_energy_ha=-0.303 total_energy_ha=-1020.29872 total_charge=0 max_force_ev_per_a=5.068
C -0.1729 -0.8684 -2.4214
H 0.9080 -0.6849 -2.4046
H -0.6655 -0.7003 -3.3854
C -0.8597 -1.0939 -1.2853
H -1.9239 -1.3476 -1.4031
C -1.1031 -1.5944 1.3907
C -0.1811 -1.3672 0.4465
O 0.4175 0.9120 0.9783
C 1.3962 1.6971 1.2520
O 2.2455 1.5756 2.1100
O 1.2022 2.8746 0.5737
H -0.8170 -2.1024 2.3113
H -2.0058 -0.9783 1.4197
H 0.7396 -1.9569 0.4248
H 1.6600 3.6080 1.0012
K -0.8403 2.0269 -1.0084

2.
10
Properties=species:S:1:pos:R:3 method="wB97M-V/def2-TZVPD" orbital_gap_ev=9.2 e_above_lowest_ev=0.4641 homo_energy_ha=-0.305 smiles=Oc1c[nH]cn1 total_energy_ha=-301.47018 total_charge=0 max_force_ev_per_a=0.241
O 2.1901 -0.4545 -0.2403
C 0.8811 -0.1421 -0.1104
C -0.1230 -1.0117 0.2024
N -1.2620 -0.2207 0.2024
C -0.8783 1.0421 -0.0941
N 0.4210 1.1286 -0.2846
H 2.6612 0.3846 -0.3193
H -0.1057 -2.0451 0.5022
H -2.2105 -0.5510 0.2821
H -1.5736 1.8697 -0.1405

3.
30
Properties=species:S:1:pos:R:3 method="wB97M-V/def2-TZVPD" orbital_gap_ev=10.4 e_above_lowest_ev=0.4124 homo_energy_ha=-0.380 smiles=CCO.CCO.O.O.O.O total_energy_ha=-615.80239 total_charge=0 max_force_ev_per_a=1.314
C 2.6152 2.7996 0.7519
C 2.9632 1.3316 0.9471
O 2.1184 0.4945 0.1354
H 1.5779 3.0075 1.0413
H 2.6558 3.0557 -0.3112
H 3.2631 3.4943 1.2853
H 2.8715 1.0594 2.0022
H 3.9995 1.1867 0.6328
H 1.4748 0.1518 0.7650
C -2.8202 -1.0723 2.1532
C -2.8915 -0.4960 0.7503
O -1.8548 0.4813 0.5113
H -2.8080 -0.2234 2.8450
H -1.9245 -1.6625 2.3384
H -3.7244 -1.6319 2.3884
H -3.8546 0.0290 0.6745
H -2.8283 -1.1622 -0.1052
H -1.7519 1.0494 1.2798
O 0.7690 -1.9546 1.0146
H 0.6690 -1.8291 1.9639
H 0.1650 -2.6735 0.8003
O 1.9317 -1.0431 -3.5671
H 2.8076 -0.6594 -3.6628
H 1.4723 -0.4596 -2.9502
O -2.1215 -0.7746 -3.6615
H -2.9250 -0.8873 -3.1478
H -1.4641 -0.4237 -3.0359
O -0.1611 -0.3338 -1.6704
H -0.7645 -0.0494 -0.9655
H 0.5403 -0.8043 -1.2033

4.
42
Properties=species:S:1:pos:R:3 method="wB97M-V/def2-TZVPD" orbital_gap_ev=2.6 e_above_lowest_ev=0.2487 homo_energy_ha=-0.454 total_energy_ha=-3160.13398 total_charge=+1 max_force_ev_per_a=2.977
Zn 2.6709 -1.5779 -1.4668
Cl 0.9133 -0.3350 -0.1733
C -1.7706 -2.8743 1.2642
C -2.4145 -3.0922 -0.1622
O -3.3909 -4.1251 -0.3228
O -2.6799 -2.0761 2.0392
H -0.8474 -2.2972 1.2113
H -1.5137 -3.8596 1.6531
H -1.5782 -3.2606 -0.8407
H -2.9244 -2.1648 -0.4229
H -2.9039 -4.9423 -0.1936
H -3.5230 -2.5339 2.0745
C 1.3308 3.5500 -0.0413
C 1.0961 4.6243 -1.1713
O -0.2992 4.9896 -1.2426
O 0.8686 4.0978 1.1477
H 2.4018 3.3982 0.0929
H 0.8035 2.6467 -0.3478
H 1.3787 4.1039 -2.0864
H 1.8146 5.4335 -1.0406
H -0.7761 4.3986 -0.6553
H 0.8946 3.4059 1.8127
C -0.0348 2.1583 -4.4659
C -0.1282 1.7561 -2.9975
O -0.7444 0.4459 -2.8733
O -1.3557 2.1043 -5.0421
H 0.5759 1.4870 -5.0697
H 0.4316 3.1384 -4.5651
H -0.8290 2.4263 -2.4997
H 0.8192 1.9526 -2.4957
H -0.3335 0.0338 -2.1098
H -1.6291 3.0222 -5.1072
C 1.8112 -2.5203 2.9716
C 0.8735 -3.2274 4.0297
O 0.9056 -2.4333 5.1878
O 1.3825 -1.1547 2.8286
H 1.7493 -3.0691 2.0319
H 2.8348 -2.4348 3.3363
H 1.4213 -4.1645 4.1297
H -0.1704 -3.3088 3.7269
H 1.3439 -2.8523 5.9321
H 1.5254 -0.8694 1.9232